Entry from the OMol25 dataset: a molecular structure, C34H42F18N14O18S6Zn2 at a distorted geometry (ωB97M-V with the def2-TZVPD basis set).

Molar mass: 1599.94 g/mol
Strongest force on any atom: 6.26 eV/A
HOMO: -4.19 eV
Total charge: -2

Geometry (Å):
Zn 0.658 3.014 -1.489
Zn 0.265 0.281 2.890
C -0.003 7.129 -1.109
F -0.432 7.726 -2.260
F 0.100 8.034 -0.112
F -0.979 6.273 -0.683
S 1.701 6.137 -1.337
O 2.481 6.857 -2.332
O 2.367 5.935 -0.061
O 1.208 4.839 -1.789
C 1.907 1.111 7.280
F 2.659 0.578 8.222
F 0.757 1.778 7.728
F 2.655 1.941 6.470
S 1.384 -0.314 6.043
O 0.442 -1.101 6.846
O 0.773 0.292 4.807
O 2.619 -1.118 5.755
C 0.310 -1.277 -1.244
F -0.298 -1.374 -2.462
F 0.155 -2.390 -0.566
F 1.581 -1.030 -1.267
S -0.525 0.110 -0.326
O -0.124 0.183 1.107
O -0.103 1.296 -1.089
O -1.939 -0.175 -0.545
C -1.150 -3.681 4.817
F -2.233 -3.175 4.315
F -1.069 -3.215 6.086
F -1.187 -5.037 4.850
S 0.389 -3.070 3.770
O 0.042 -1.685 3.512
O 1.648 -3.285 4.436
O 0.379 -3.839 2.538
C 4.592 0.851 2.891
F 5.801 0.660 2.483
F 4.587 0.878 4.224
F 4.085 2.042 2.457
S 3.628 -0.768 2.398
O 4.063 -0.963 0.996
O 4.042 -1.740 3.401
O 2.182 -0.425 2.490
C -0.064 4.858 2.653
F 0.533 5.136 3.829
F -1.313 4.428 2.794
F -0.171 5.990 2.002
S 1.049 3.518 1.809
O 2.465 4.044 1.751
O 0.879 2.244 2.552
O 0.589 3.377 0.409
C 5.238 1.257 -1.264
C 3.872 1.832 -1.069
N 2.768 2.291 -0.977
H 5.779 1.092 -0.332
H 5.771 1.956 -1.910
H 5.121 0.359 -1.870
C -4.090 -1.363 5.480
C -4.433 -0.978 4.107
N -4.711 -0.641 3.041
H -3.061 -1.587 5.761
H -4.654 -2.285 5.617
H -4.588 -0.632 6.117
C -5.131 1.288 0.289
C -5.222 1.857 -1.074
N -5.356 2.374 -2.147
H -4.104 1.502 0.585
H -5.181 0.235 0.011
H -5.860 1.744 0.959
C -2.821 -4.794 0.465
C -3.357 -5.948 1.212
N -3.765 -6.896 1.717
H -1.835 -4.502 0.827
H -3.509 -3.951 0.400
H -2.770 -5.040 -0.595
C -0.047 -0.468 -6.329
C -0.160 0.942 -6.828
N -0.226 2.076 -7.228
H -0.217 -0.780 -5.298
H 0.931 -0.836 -6.637
H -0.825 -1.042 -6.832
C -7.229 -2.390 1.484
C -6.735 -2.243 0.073
N -6.313 -2.098 -0.995
H -6.691 -1.749 2.182
H -7.071 -3.464 1.581
H -8.282 -2.138 1.610
C -3.707 2.935 4.130
C -2.576 2.065 3.721
N -1.668 1.397 3.383
H -4.653 2.411 4.270
H -4.005 3.721 3.436
H -3.441 3.457 5.049
C 2.888 -4.520 0.598
C 4.017 -5.256 -0.027
N 4.910 -5.806 -0.456
H 2.503 -5.282 1.276
H 2.094 -4.251 -0.098
H 3.365 -3.686 1.112
C -3.035 5.179 -3.375
C -2.092 4.366 -2.489
N -1.451 3.654 -1.884
H -3.613 5.552 -2.529
H -3.711 4.555 -3.958
H -2.452 5.914 -3.930
C 6.875 -2.372 -0.060
C 7.054 -2.996 1.275
N 7.165 -3.528 2.352
H 7.801 -1.853 -0.308
H 5.908 -1.875 -0.133
H 6.773 -3.221 -0.736
C 2.367 3.017 -5.925
C 1.697 2.832 -4.627
N 1.203 2.738 -3.576
H 2.912 3.958 -5.848
H 1.885 3.032 -6.902
H 3.150 2.264 -6.021
C -1.605 -6.106 -5.334
C -2.279 -4.986 -4.708
N -2.838 -4.097 -4.181
H -0.577 -6.143 -4.975
H -1.374 -5.728 -6.330
H -2.169 -7.039 -5.311
C -3.396 -0.681 -2.958
C -2.463 0.261 -3.553
N -1.725 1.083 -4.011
H -2.920 -1.483 -2.395
H -3.955 -1.105 -3.792
H -3.981 -0.032 -2.305
C 4.506 -1.618 -4.843
C 4.180 -1.275 -6.218
N 3.961 -1.054 -7.363
H 4.456 -0.736 -4.204
H 5.496 -2.072 -4.827
H 3.898 -2.447 -4.482

Atoms 1-6, force components in eV/Å:
0.3 0.0 -0.2
1.2 -0.4 2.3
0.4 -0.9 0.8
0.4 -0.4 1.2
0.1 0.0 -1.1
0.7 0.6 -0.8

Mulliken population analysis, charges in e, atoms 1 to 4:
1 Zn 0.00
2 Zn 0.69
3 C 0.57
4 F -0.26

Entry from the OMol25 dataset: a molecular structure, C34H42Ge2N2O5Se2Tl (ωB97M-V with the def2-TZVPD basis set).

Molar mass: 1066.24 g/mol
Strongest force on any atom: 0.59 eV/A
HOMO: -4.04 eV
Total charge: -1

Geometry (Å):
Tl 0.203 0.039 1.230
O -1.794 0.174 5.235
C -1.783 0.195 4.006
O -1.082 -0.546 3.233
C -2.723 1.186 3.293
C -3.329 0.585 2.019
C -4.542 1.404 1.559
C -3.853 2.673 0.994
C -2.375 2.335 1.226
O -2.358 0.914 1.009
C -2.038 2.472 2.721
C -0.537 2.661 2.958
O -0.175 3.621 3.639
O 0.293 1.888 2.353
H -3.500 1.462 4.005
H -3.464 -0.493 2.054
H -5.229 1.614 2.379
H -5.088 0.874 0.778
H -4.145 3.589 1.509
H -4.055 2.796 -0.070
H -1.670 2.816 0.549
H -2.497 3.365 3.142
C 1.428 -5.355 1.260
C 1.641 -3.899 1.672
Ge 0.202 -2.592 1.227
C -1.617 -3.199 1.719
C -1.996 -4.637 1.370
C 0.153 -2.758 -0.763
C 0.096 -1.867 -1.772
Ge 0.137 0.100 -1.401
C 1.854 0.925 -1.971
C 2.146 1.401 -3.394
C -1.492 1.000 -2.081
C -1.760 1.085 -3.584
C 0.062 -2.348 -3.195
C -0.206 -3.678 -3.548
C -0.216 -4.090 -4.869
C 0.035 -3.187 -5.895
C 0.283 -1.863 -5.572
C 0.286 -1.460 -4.244
H 2.348 -5.937 1.375
H 1.119 -5.447 0.217
H 0.663 -5.836 1.869
H 2.536 -3.506 1.180
H 1.834 -3.843 2.748
H -2.265 -2.502 1.178
H -1.766 -2.989 2.778
H -1.729 -4.898 0.342
H -3.074 -4.798 1.473
H -1.502 -5.353 2.028
H 0.202 -3.806 -1.070
H 2.622 0.216 -1.646
H 1.942 1.785 -1.301
H 2.264 0.580 -4.103
H 3.074 1.978 -3.417
H 1.357 2.056 -3.773
H -1.469 2.005 -1.650
H -2.315 0.487 -1.580
H -0.940 1.562 -4.124
H -2.663 1.670 -3.786
H -1.907 0.098 -4.024
H -0.428 -4.407 -2.781
H -0.431 -5.126 -5.101
H 0.025 -3.510 -6.929
H 0.468 -1.134 -6.352
H 0.467 -0.419 -4.019
Se 2.868 3.898 2.051
Se 4.171 2.783 0.502
C 4.304 1.080 1.403
C 5.599 0.703 1.753
C 5.805 -0.538 2.330
C 4.706 -1.342 2.568
C 3.455 -0.872 2.202
N 3.241 0.303 1.608
C 1.365 4.335 0.931
C 0.346 5.074 1.539
C -0.728 5.450 0.761
C -0.749 5.100 -0.588
C 0.316 4.374 -1.085
N 1.357 3.990 -0.342
H 6.418 1.386 1.579
H 6.802 -0.852 2.614
H 4.797 -2.315 3.033
H 2.572 -1.465 2.393
H 0.394 5.311 2.592
H -1.543 6.012 1.200
H -1.574 5.375 -1.232
H 0.349 4.082 -2.130

Atoms 1-6, force components in eV/Å:
-0.4 -0.4 0.0
-0.1 0.0 0.0
0.2 0.0 0.0
-0.1 0.1 0.1
0.0 0.0 0.0
0.0 0.0 0.0

Mulliken population analysis, charges in e, atoms 1 to 4:
1 Tl 0.81
2 O -0.82
3 C -0.35
4 O -0.69

Entry from the OMol25 dataset: a molecular structure, C34H42NO4Pm at a distorted geometry (ωB97M-V with the def2-TZVPD basis set).

Molar mass: 673.71 g/mol
Strongest force on any atom: 3.04 eV/A
HOMO (alpha / beta): -7.16 / -7.16 eV
2S+1: 5

Geometry (Å):
O 0.094 -0.657 -4.740
C 0.292 0.573 -5.613
C 0.402 -0.118 -6.936
H 1.266 1.032 -5.376
H -0.540 1.287 -5.551
C 0.262 -1.372 -6.062
H 1.379 0.010 -7.412
H -0.409 0.017 -7.649
C 1.553 -2.141 -6.248
H 2.418 -1.472 -6.167
H 1.551 -2.542 -7.274
H 1.651 -2.985 -5.562
C -0.959 -2.197 -6.440
H -1.867 -1.594 -6.435
H -1.096 -3.030 -5.735
H -0.815 -2.636 -7.445
Pm -0.263 -0.690 -1.505
C -2.154 -1.418 0.227
C -2.232 -0.008 0.289
C -2.685 0.477 -0.975
H -2.103 0.590 1.199
C -2.882 -0.654 -1.824
C -2.547 -1.817 -1.078
H -2.629 -2.846 -1.434
H -1.914 -2.074 1.072
H -2.946 1.516 -1.206
H -3.314 -0.639 -2.829
C 0.636 -2.665 -0.019
C 0.059 -3.251 -1.188
C 0.885 -2.915 -2.308
H -0.855 -3.848 -1.218
C 2.003 -2.157 -1.824
C 1.804 -1.949 -0.421
H 2.469 -1.400 0.250
H 0.297 -2.791 1.016
H 0.723 -3.243 -3.340
H 2.891 -1.866 -2.394
O 1.919 3.311 -3.575
C 0.810 2.438 -3.073
C -0.465 3.291 -3.164
H 0.963 2.167 -1.995
H 0.742 1.476 -3.614
C 0.057 4.683 -2.794
H -1.346 2.965 -2.584
H -0.795 3.407 -4.198
C 1.541 4.651 -3.197
H -0.033 4.860 -1.710
H -0.420 5.451 -3.396
H 2.151 4.946 -2.322
H 1.754 5.273 -4.093
C 5.067 0.488 5.556
C 4.225 -0.578 4.907
C 4.848 -1.653 4.277
C 4.104 -2.663 3.654
C 2.714 -2.606 3.665
C 2.097 -1.437 4.117
N 0.722 -1.312 3.890
C -0.051 -0.140 3.736
C -1.059 0.056 4.705
C -1.689 1.288 4.826
C -1.325 2.329 3.955
C -0.452 2.084 2.884
C 0.201 0.850 2.748
C 1.084 0.496 1.561
O 2.254 0.197 1.811
O 0.542 0.523 0.363
C 2.831 -0.475 4.847
C 2.136 0.591 5.610
H 4.845 1.500 5.198
H 5.024 0.515 6.649
H 6.114 0.309 5.319
H 5.935 -1.713 4.288
H 4.600 -3.484 3.133
H 2.093 -3.430 3.299
H 0.151 -2.090 4.242
H -1.256 -0.767 5.415
H -2.478 1.407 5.574
H -1.772 3.319 4.093
H -0.226 2.883 2.160
H 1.807 1.444 5.002
H 1.259 0.211 6.143
H 2.836 0.960 6.362

Atoms 1-6, force components in eV/Å:
0.4 1.1 -2.8
0.3 1.1 0.9
-0.5 -0.3 0.5
-0.6 0.1 0.2
0.3 -0.2 0.5
0.1 -1.2 -1.2

Mulliken population analysis, charges in e, atoms 1 to 4:
1 O -0.07
2 C -0.46
3 C -0.97
4 H 0.41

Entry from the OMol25 dataset: a molecular structure, C34H42NO4Sn at a distorted geometry (ωB97M-V with the def2-TZVPD basis set).

Molar mass: 647.42 g/mol
Strongest force on any atom: 2.86 eV/A
Energy above the lowest of the compared OMol25 structures with the same formula, charge and spin: 135.9 kJ/mol
HOMO (alpha / beta): -9.90 / -9.77 eV
Total charge: +1

Geometry (Å):
O -1.355 -0.115 -4.581
C -1.955 0.962 -5.526
C -1.031 0.518 -6.681
H -1.838 2.000 -5.155
H -3.015 0.658 -5.776
C -0.866 -0.761 -5.829
H -0.145 1.156 -6.785
H -1.504 0.407 -7.666
C 0.487 -1.417 -5.684
H 1.208 -0.738 -5.223
H 0.885 -1.655 -6.674
H 0.367 -2.352 -5.117
C -1.910 -1.760 -6.336
H -2.817 -1.253 -6.677
H -2.105 -2.550 -5.595
H -1.526 -2.265 -7.232
Sn -1.378 -0.638 -1.756
C -3.823 -1.387 1.146
C -3.471 -0.012 1.343
C -3.503 0.644 0.087
H -3.306 0.456 2.313
C -3.921 -0.320 -0.914
C -4.111 -1.576 -0.227
H -4.522 -2.480 -0.672
H -3.955 -2.125 1.935
H -3.327 1.700 -0.081
H -4.199 -0.116 -1.947
C -0.194 -2.196 0.448
C -0.689 -3.130 -0.520
C 0.383 -3.389 -1.427
H -1.665 -3.623 -0.480
C 1.496 -2.599 -1.049
C 1.149 -1.874 0.113
H 1.824 -1.263 0.707
H -0.708 -1.844 1.322
H 0.384 -4.138 -2.222
H 2.469 -2.538 -1.548
O 2.459 2.394 -4.773
C 2.403 1.804 -3.416
C 1.242 2.469 -2.634
H 3.402 1.909 -2.925
H 2.188 0.689 -3.523
C 0.845 3.707 -3.514
H 1.486 2.618 -1.557
H 0.402 1.729 -2.617
C 1.529 3.472 -4.889
H 1.220 4.689 -3.130
H -0.226 3.743 -3.666
H 2.086 4.369 -5.241
H 0.817 3.181 -5.750
C 4.454 0.463 5.711
C 3.510 -0.497 5.029
C 4.036 -1.589 4.339
C 3.191 -2.538 3.764
C 1.820 -2.346 3.810
C 1.266 -1.214 4.430
N -0.114 -1.073 4.392
C -0.891 0.101 4.424
C -1.711 0.313 5.552
C -2.231 1.589 5.769
C -2.071 2.585 4.795
C -1.426 2.294 3.590
C -0.814 1.063 3.396
C -0.035 0.748 2.113
O 1.212 0.758 2.295
O -0.672 0.482 1.035
C 2.120 -0.310 5.113
C 1.564 0.808 5.931
H 4.250 1.486 5.370
H 4.366 0.445 6.810
H 5.486 0.204 5.447
H 5.119 -1.722 4.312
H 3.607 -3.441 3.317
H 1.144 -3.048 3.318
H -0.639 -1.950 4.357
H -1.806 -0.484 6.307
H -2.783 1.800 6.687
H -2.509 3.580 4.934
H -1.368 3.027 2.781
H 1.195 1.644 5.315
H 0.729 0.463 6.553
H 2.335 1.199 6.605

Atoms 1-6, force components in eV/Å:
-0.7 1.5 -1.9
-0.2 -0.8 0.2
0.0 0.4 0.9
-0.2 -0.8 0.0
1.0 0.7 0.7
-0.2 -0.6 -0.9

Mulliken population analysis, charges in e, atoms 1 to 4:
1 O -0.37
2 C -0.48
3 C -0.75
4 H 0.31

Entry from the OMol25 dataset: a molecular structure, C34H43As3CsF3N4O8S3 at a distorted geometry (ωB97M-V with the def2-TZVPD basis set).

Molar mass: 1146.60 g/mol
Strongest force on any atom: 1.41 eV/A
HOMO: -2.85 eV
Total charge: -2

Geometry (Å):
Cs 0.709 -1.870 0.824
C -1.962 0.365 -2.387
C -2.055 -0.421 -1.090
As -3.911 -0.677 -0.384
C -4.860 0.518 -1.652
C -4.729 1.891 -1.439
C -5.379 2.809 -2.249
C -6.194 2.370 -3.282
C -6.348 1.009 -3.495
C -5.686 0.094 -2.688
C -4.351 -2.376 -1.236
C -3.715 -2.851 -2.375
C -4.016 -4.103 -2.882
C -4.970 -4.894 -2.264
C -5.615 -4.431 -1.129
C -5.299 -3.183 -0.614
As -0.060 0.759 -2.808
C 0.437 -1.023 -3.435
C 1.690 -1.522 -3.097
C 2.068 -2.785 -3.528
C 1.207 -3.554 -4.291
C -0.046 -3.062 -4.626
C -0.426 -1.802 -4.200
C -0.420 1.560 -4.579
C 0.171 1.102 -5.754
C -0.072 1.728 -6.968
C -0.917 2.825 -7.032
C -1.509 3.297 -5.870
C -1.256 2.674 -4.657
H -2.457 1.334 -2.311
H -2.449 -0.154 -3.219
H -1.490 0.053 -0.283
H -1.669 -1.454 -1.233
H -4.097 2.248 -0.630
H -5.248 3.871 -2.070
H -6.703 3.085 -3.918
H -6.981 0.654 -4.301
H -5.803 -0.969 -2.875
H -2.941 -2.260 -2.857
H -3.476 -4.475 -3.743
H -5.186 -5.884 -2.649
H -6.345 -5.055 -0.623
H -5.772 -2.842 0.301
H 2.363 -0.929 -2.482
H 3.037 -3.171 -3.238
H 1.492 -4.551 -4.603
H -0.735 -3.671 -5.200
H -1.410 -1.424 -4.470
H 0.822 0.238 -5.716
H 0.399 1.351 -7.868
H -1.112 3.311 -7.981
H -2.173 4.154 -5.904
H -1.723 3.066 -3.759
C -1.337 -5.491 3.091
N -1.713 -4.090 3.262
C -1.115 -3.374 4.399
C -1.942 -3.372 2.185
N -2.131 -2.684 1.274
H -1.768 -6.076 3.909
H -0.252 -5.608 3.082
H -1.720 -5.852 2.139
H -1.130 -4.045 5.258
H -1.731 -2.505 4.631
H -0.090 -3.032 4.204
N 1.278 3.054 -0.201
C 2.379 2.314 0.006
N 2.655 1.934 1.253
S 3.451 1.994 -1.257
H 0.470 2.895 0.410
H 1.076 3.216 -1.169
H 1.950 2.054 1.970
H 3.203 1.087 1.391
C -3.193 3.200 3.208
As -1.705 1.963 2.879
C -0.543 2.289 4.382
C -2.574 0.248 3.037
O -1.141 2.349 1.390
H -3.624 3.048 4.198
H -3.957 3.045 2.447
H -2.807 4.215 3.122
H -1.051 1.941 5.285
H -0.395 3.369 4.465
H 0.404 1.769 4.258
H -3.103 0.216 3.992
H -1.805 -0.516 2.983
H -3.302 0.121 2.235
F 2.485 -4.956 -1.645
C 1.436 -5.704 -1.263
F 1.047 -6.418 -2.341
F 1.883 -6.596 -0.350
S 0.045 -4.672 -0.550
O -1.121 -5.486 -0.773
O 0.120 -3.444 -1.316
O 0.444 -4.542 0.836
O 0.363 -0.148 2.859
S 1.736 -0.503 3.354
O 2.268 0.659 4.096
O 2.599 -0.796 2.171
O 1.634 -1.718 4.186

Atoms 1-6, force components in eV/Å:
0.0 0.9 -1.1
0.2 0.1 0.0
-0.1 -0.6 -0.2
0.1 0.2 -0.3
0.0 0.0 0.2
0.0 0.0 0.1

Mulliken population analysis, charges in e, atoms 1 to 4:
1 Cs 1.78
2 C -0.61
3 C -0.06
4 As 0.48

- strongest force on any atom of number 1 (C34H42F18N14O18S6Zn2)?
  6.26 eV/A

- Which formula does entry 1 have?
  C34H42F18N14O18S6Zn2

Copy entry 3 word for word.
Entry from the OMol25 dataset: a molecular structure, C34H42NO4Pm at a distorted geometry (ωB97M-V with the def2-TZVPD basis set).

Molar mass: 673.71 g/mol
Strongest force on any atom: 3.04 eV/A
HOMO (alpha / beta): -7.16 / -7.16 eV
2S+1: 5

Geometry (Å):
O 0.094 -0.657 -4.740
C 0.292 0.573 -5.613
C 0.402 -0.118 -6.936
H 1.266 1.032 -5.376
H -0.540 1.287 -5.551
C 0.262 -1.372 -6.062
H 1.379 0.010 -7.412
H -0.409 0.017 -7.649
C 1.553 -2.141 -6.248
H 2.418 -1.472 -6.167
H 1.551 -2.542 -7.274
H 1.651 -2.985 -5.562
C -0.959 -2.197 -6.440
H -1.867 -1.594 -6.435
H -1.096 -3.030 -5.735
H -0.815 -2.636 -7.445
Pm -0.263 -0.690 -1.505
C -2.154 -1.418 0.227
C -2.232 -0.008 0.289
C -2.685 0.477 -0.975
H -2.103 0.590 1.199
C -2.882 -0.654 -1.824
C -2.547 -1.817 -1.078
H -2.629 -2.846 -1.434
H -1.914 -2.074 1.072
H -2.946 1.516 -1.206
H -3.314 -0.639 -2.829
C 0.636 -2.665 -0.019
C 0.059 -3.251 -1.188
C 0.885 -2.915 -2.308
H -0.855 -3.848 -1.218
C 2.003 -2.157 -1.824
C 1.804 -1.949 -0.421
H 2.469 -1.400 0.250
H 0.297 -2.791 1.016
H 0.723 -3.243 -3.340
H 2.891 -1.866 -2.394
O 1.919 3.311 -3.575
C 0.810 2.438 -3.073
C -0.465 3.291 -3.164
H 0.963 2.167 -1.995
H 0.742 1.476 -3.614
C 0.057 4.683 -2.794
H -1.346 2.965 -2.584
H -0.795 3.407 -4.198
C 1.541 4.651 -3.197
H -0.033 4.860 -1.710
H -0.420 5.451 -3.396
H 2.151 4.946 -2.322
H 1.754 5.273 -4.093
C 5.067 0.488 5.556
C 4.225 -0.578 4.907
C 4.848 -1.653 4.277
C 4.104 -2.663 3.654
C 2.714 -2.606 3.665
C 2.097 -1.437 4.117
N 0.722 -1.312 3.890
C -0.051 -0.140 3.736
C -1.059 0.056 4.705
C -1.689 1.288 4.826
C -1.325 2.329 3.955
C -0.452 2.084 2.884
C 0.201 0.850 2.748
C 1.084 0.496 1.561
O 2.254 0.197 1.811
O 0.542 0.523 0.363
C 2.831 -0.475 4.847
C 2.136 0.591 5.610
H 4.845 1.500 5.198
H 5.024 0.515 6.649
H 6.114 0.309 5.319
H 5.935 -1.713 4.288
H 4.600 -3.484 3.133
H 2.093 -3.430 3.299
H 0.151 -2.090 4.242
H -1.256 -0.767 5.415
H -2.478 1.407 5.574
H -1.772 3.319 4.093
H -0.226 2.883 2.160
H 1.807 1.444 5.002
H 1.259 0.211 6.143
H 2.836 0.960 6.362

Atoms 1-6, force components in eV/Å:
0.4 1.1 -2.8
0.3 1.1 0.9
-0.5 -0.3 0.5
-0.6 0.1 0.2
0.3 -0.2 0.5
0.1 -1.2 -1.2

Mulliken population analysis, charges in e, atoms 1 to 4:
1 O -0.07
2 C -0.46
3 C -0.97
4 H 0.41

- Which value of strongest force on any atom does entry 5 give?
  1.41 eV/A